18
Properties=species:S:1:pos:R:3:nbo_charge:R:1 method="wB97M-V/def2-TZVPD" e_homo_ev=-11.65 charge=+1 e_above_lowest_kj_mol=65.1
C -2.03480 2.73262 1.42116 -0.246
C 0.56818 -2.33221 -0.80142 -0.178
C 0.06972 1.63462 0.99651 0.522
N 0.49043 -2.93667 -2.18262 -0.706
N 1.34660 1.59344 1.06283 -0.712
O -0.57876 2.55306 1.54174 -0.426
S -0.70953 -1.27705 -0.35227 -0.387
Cl 2.29776 -1.57998 -0.90590 -0.174
H -2.22184 3.44079 0.64053 0.215
H -2.54062 3.18536 2.27148 0.235
H -2.40658 1.75319 1.21595 0.204
H 0.81434 -3.11715 -0.17590 0.197
H -0.36263 0.71742 0.38088 0.233
H 0.98492 -3.79980 -2.13398 0.432
H -0.49190 -3.07823 -2.36054 0.453
H 1.81304 0.73611 0.70778 0.441
H 2.03482 2.14673 1.60364 0.441
H 0.92682 -2.37224 -2.92985 0.454